[1]
Formula: C28H38N12O2PRbS
Source: OMol25
Level of theory: ωB97M-V/def2-TZVPD

XYZ file:
```
83
Properties=species:S:1:pos:R:3
Rb -2.141 1.425 0.595
N -5.442 -1.346 0.776
C -5.144 -0.676 1.964
N -5.847 -0.919 3.064
N -5.266 -0.145 4.009
N -4.279 0.518 3.484
N -4.169 0.198 2.162
C -5.049 -1.018 -0.512
N -5.694 -1.542 -1.563
N -5.037 -1.080 -2.631
N -4.059 -0.327 -2.227
N -4.026 -0.252 -0.876
H -6.291 -1.875 0.814
C -0.758 -0.085 4.165
C -0.730 -1.476 3.505
C 0.093 -2.428 4.368
P -0.213 -1.204 1.718
C -1.143 -2.542 0.808
C -1.067 -3.983 1.300
C -0.762 -2.452 -0.677
C 1.564 -1.724 1.636
C 2.103 -2.962 1.982
C 3.461 -3.251 1.880
C 4.000 -4.603 2.286
C 4.314 -2.243 1.435
C 3.825 -1.006 1.063
C 2.446 -0.725 1.122
N 1.946 0.526 0.846
C 2.377 1.403 -0.072
C 2.943 1.074 -1.357
C 2.995 -0.337 -1.891
C 3.356 2.098 -2.180
C 3.205 3.443 -1.835
C 3.644 4.532 -2.777
C 2.579 3.761 -0.633
C 2.138 2.785 0.247
C 1.411 3.170 1.496
H -1.083 -0.156 5.209
H -1.454 0.579 3.653
H 0.241 0.368 4.142
H -1.759 -1.838 3.437
H 1.142 -2.124 4.396
H 0.050 -3.463 4.017
H -0.290 -2.410 5.394
H -2.179 -2.198 0.914
H -0.083 -4.418 1.097
H -1.809 -4.589 0.766
H -1.282 -4.067 2.370
H 0.274 -2.784 -0.825
H -0.844 -1.430 -1.058
H -1.415 -3.083 -1.287
H 1.454 -3.741 2.364
H 3.222 -5.368 2.237
H 4.380 -4.587 3.314
H 4.823 -4.911 1.636
H 5.381 -2.433 1.382
H 4.499 -0.217 0.748
H 2.201 -0.951 -1.464
H 3.946 -0.826 -1.673
H 2.850 -0.318 -2.972
H 3.754 1.848 -3.161
H 4.169 4.120 -3.641
H 4.307 5.239 -2.275
H 2.778 5.094 -3.138
H 2.390 4.802 -0.379
H 1.872 4.032 1.990
H 1.313 2.337 2.189
H 0.361 3.502 1.228
C -0.112 3.419 -4.939
N -1.298 2.625 -4.704
C -2.563 2.879 -5.231
C -3.395 1.978 -4.679
N -2.651 1.172 -3.839
C -1.363 1.556 -3.838
S -0.066 0.847 -3.017
H 0.205 3.351 -5.981
H 0.672 3.027 -4.297
H -0.299 4.463 -4.683
H -2.743 3.682 -5.930
H -4.455 1.826 -4.818
H -3.098 0.511 -3.100
O -1.449 3.955 1.106
O -1.881 3.967 -0.152
```

Output
* charge: -2
* largest force on an atom: 0.96 eV Å⁻¹
* HOMO-LUMO gap (spin up / spin down): 0.1814 / 0.1653 Eh

Löwdin population analysis, charges in e, atoms 1 to 5:
1. Rb 0.710
2. N 0.107
3. C -0.538
4. N -0.029
5. N -0.151

---

[2]
Formula: C28H38N3O2
Source: OMol25
Level of theory: ωB97M-V/def2-TZVPD

XYZ file:
```
71
Properties=species:S:1:pos:R:3
C 3.586 -3.641 1.265
N 2.331 -3.084 0.817
C 1.307 -3.875 0.376
O 1.356 -5.092 0.239
C 0.121 -2.953 0.077
C -1.083 -3.245 0.977
C -1.634 -4.642 0.796
C -1.791 -5.483 1.903
C -2.186 -6.811 1.718
C -2.466 -7.285 0.430
C -2.365 -6.423 -0.670
C -1.971 -5.094 -0.483
N 0.695 -1.619 0.292
C 0.018 -0.496 0.000
C 0.477 0.785 0.352
C 0.046 2.000 -0.142
C 0.744 3.198 0.177
C 0.166 4.508 0.183
C 0.876 5.624 0.602
C 2.212 5.525 1.010
C 2.975 6.742 1.423
C 2.824 4.265 0.992
C 2.133 3.146 0.560
C 2.059 -1.656 0.863
C 2.094 -1.183 2.329
C 3.081 -0.903 -0.004
H 3.541 -4.729 1.184
H 4.413 -3.262 0.652
H 3.779 -3.362 2.308
H -0.164 -3.078 -0.984
H -0.773 -3.099 2.025
H -1.861 -2.498 0.750
H -1.563 -5.092 2.898
H -2.266 -7.473 2.582
H -2.764 -8.324 0.283
H -2.583 -6.779 -1.678
H -1.893 -4.406 -1.329
H -0.922 -0.632 -0.548
H 1.287 0.822 1.079
H -0.764 1.938 -1.016
H -0.873 4.639 -0.118
H 0.389 6.602 0.616
H 3.962 6.457 1.799
H 3.118 7.429 0.580
H 2.451 7.299 2.208
H 3.863 4.180 1.319
H 2.674 2.199 0.481
H 1.567 -1.909 2.963
H 3.140 -1.102 2.651
H 1.617 -0.210 2.464
H 3.280 -1.485 -0.914
H 2.716 0.083 -0.298
H 4.013 -0.781 0.561
O -0.078 2.082 -3.263
C -1.423 2.071 -3.733
C -2.321 1.915 -2.520
C -3.723 2.506 -2.554
C -4.050 2.819 -1.084
C -2.722 2.834 -0.314
N -1.668 2.592 -1.343
H 0.530 2.028 -4.017
H -1.653 3.012 -4.261
H -1.583 1.206 -4.396
H -2.363 0.852 -2.251
H -3.730 3.420 -3.166
H -4.434 1.802 -3.003
H -4.573 3.776 -0.986
H -4.701 2.047 -0.661
H -2.545 3.788 0.195
H -2.660 2.033 0.430
H -1.295 3.484 -1.675
```

Output
* charge: +1
* largest force on an atom: 8.42 eV Å⁻¹
* HOMO-LUMO gap: 0.2392 Eh

Löwdin population analysis, charges in e, atoms 1 to 5:
1. C 0.000
2. N -0.042
3. C -0.366
4. O 0.101
5. C -0.158

---

[3]
Formula: C28H38N6O2S
Source: OMol25
Level of theory: ωB97M-V/def2-TZVPD

XYZ file:
```
75
Properties=species:S:1:pos:R:3
C 4.030 -0.404 -24.407
C 4.622 -1.469 -23.500
C 6.053 -1.186 -23.288
S 6.732 -0.194 -24.711
O 7.643 -1.057 -25.448
O 7.031 1.157 -24.283
C 5.092 -0.111 -25.527
H 3.875 0.496 -23.812
H 3.012 -0.682 -24.679
H 4.380 -2.462 -23.878
H 4.129 -1.452 -22.527
H 6.510 -2.172 -23.372
H 6.252 -0.585 -22.401
H 5.302 -0.920 -26.227
H 4.898 0.817 -26.065
N 3.510 1.323 -20.473
C 3.331 0.520 -19.336
C 4.547 -0.059 -18.878
C 5.455 0.325 -19.885
C 4.797 1.204 -20.819
H 2.843 1.921 -20.940
H 2.334 0.621 -18.933
H 4.619 -0.657 -17.982
H 6.525 0.177 -19.904
H 5.256 1.866 -21.538
N 8.924 -2.848 -27.818
C 9.911 -3.744 -28.151
C 10.208 -3.493 -29.511
C 9.401 -2.473 -30.016
C 8.502 -2.065 -28.918
H 8.786 -2.530 -26.869
H 10.275 -4.350 -27.334
H 11.012 -3.913 -30.097
H 9.637 -2.037 -30.975
H 7.915 -1.170 -28.776
N 5.767 3.583 -30.406
C 5.069 3.066 -29.356
C 5.914 2.432 -28.399
C 7.215 2.465 -28.926
C 7.103 3.292 -30.080
H 5.533 4.326 -31.050
H 4.024 3.331 -29.411
H 5.549 2.162 -27.419
H 8.102 2.027 -28.493
H 7.927 3.540 -30.731
N 1.685 -2.804 -21.377
C 1.330 -3.528 -22.478
C 0.435 -4.464 -22.038
C 0.324 -4.375 -20.714
C 1.080 -3.374 -20.291
H 2.387 -2.078 -21.393
H 1.717 -3.262 -23.450
H -0.176 -5.179 -22.568
H -0.485 -4.758 -20.109
H 1.117 -2.928 -19.308
N 4.587 5.974 -26.108
C 3.550 5.096 -25.935
C 4.208 3.945 -25.510
C 5.576 4.067 -25.561
C 5.845 5.348 -26.114
H 4.449 6.968 -26.222
H 2.546 5.490 -25.995
H 3.576 3.097 -25.288
H 6.396 3.376 -25.427
H 6.760 5.893 -26.295
N 7.587 -2.621 -19.555
C 8.549 -2.289 -20.490
C 9.603 -1.594 -19.926
C 9.176 -1.300 -18.645
C 7.957 -2.051 -18.370
H 6.752 -3.179 -19.661
H 8.477 -2.712 -21.481
H 10.501 -1.172 -20.352
H 9.624 -0.727 -17.845
H 7.283 -2.174 -17.535
```

Output
* multiplicity: 2
* charge: -1
* largest force on an atom: 4.54 eV Å⁻¹
* <S²>: 0.751
* HOMO-LUMO gap (spin up / spin down): 0.0699 / 0.2897 Eh

Löwdin population analysis, charges in e, atoms 1 to 5:
1. C -0.258
2. C -0.278
3. C -0.225
4. S 0.677
5. O -0.363

---

[4]
Formula: C28H38N7PRu
Source: OMol25
Level of theory: ωB97M-V/def2-TZVPD

XYZ file:
```
75
Properties=species:S:1:pos:R:3
Ru -0.672 0.153 0.307
C 1.596 -2.010 2.794
C 2.086 -0.566 2.854
C 0.989 0.484 2.678
N 0.719 0.901 1.284
C 1.309 2.110 0.814
C 2.478 2.548 1.370
C 3.287 3.679 1.047
C 3.046 4.648 0.128
C 1.917 4.765 -0.737
C 0.845 3.948 -0.895
C 0.526 2.698 -0.259
N -0.527 2.000 -0.585
C -1.610 2.562 -1.388
C -2.921 1.840 -1.105
C -3.192 1.625 0.380
N -2.407 0.500 0.901
C -2.938 -0.346 1.878
C -3.963 0.091 2.681
C -4.711 -0.569 3.678
C -4.659 -1.881 4.046
C -3.803 -2.865 3.507
C -2.774 -2.757 2.619
C -2.225 -1.617 1.955
N -1.084 -1.635 1.291
C -0.243 -2.826 1.195
C 1.235 -2.529 1.396
H 2.373 -2.644 3.222
H 0.733 -2.110 3.461
H 2.536 -0.397 3.835
H 2.885 -0.407 2.123
H 0.050 0.100 3.075
H 1.215 1.388 3.246
H 2.873 1.948 2.180
H 4.197 3.767 1.627
H 3.784 5.436 0.040
H 1.924 5.642 -1.374
H 0.136 4.262 -1.649
H -1.735 3.618 -1.142
H -1.384 2.499 -2.456
H -3.732 2.434 -1.529
H -2.950 0.871 -1.612
H -2.979 2.540 0.943
H -4.251 1.403 0.500
H -4.252 1.125 2.545
H -5.443 0.055 4.176
H -5.355 -2.215 4.804
H -3.976 -3.871 3.872
H -2.296 -3.697 2.395
H -0.521 -3.584 1.924
H -0.398 -3.276 0.213
H 1.778 -3.454 1.195
H 1.572 -1.811 0.641
C 0.734 -1.858 -4.528
N 0.783 -0.406 -4.348
C 2.171 0.006 -4.147
N 2.811 -0.680 -3.023
C 2.722 -2.127 -3.235
N 1.346 -2.587 -3.418
C 0.575 -2.487 -2.186
P 0.476 -0.715 -1.651
C -0.068 0.033 -3.252
C 2.277 -0.270 -1.737
H 1.274 -2.108 -5.441
H -0.303 -2.176 -4.645
H 2.213 1.085 -3.987
H 2.733 -0.229 -5.050
H 3.175 -2.649 -2.391
H 3.288 -2.371 -4.134
H 1.056 -3.088 -1.413
H -0.434 -2.875 -2.342
H -0.018 1.120 -3.170
H -1.108 -0.240 -3.449
H 2.818 -0.762 -0.927
H 2.391 0.810 -1.615
```

Output
* charge: +2
* largest force on an atom: 1.24 eV Å⁻¹
* HOMO-LUMO gap (spin up / spin down): 0.2306 / 0.2307 Eh

Löwdin population analysis, charges in e, atoms 1 to 5:
1. Ru 1.234
2. C -0.178
3. C -0.177
4. C -0.188
5. N -0.136

---

[5]
Formula: C28H38O27
Source: OMol25
Level of theory: ωB97M-V/def2-TZVPD

XYZ file:
```
93
Properties=species:S:1:pos:R:3
C 1.717 -1.800 -6.834
C 1.063 -0.747 -6.236
C 0.027 -0.009 -6.969
O 0.210 0.599 -8.008
O -1.188 -0.091 -6.361
C -1.983 -1.134 -6.885
O -2.588 -0.791 -8.098
H 2.418 -1.603 -7.632
H 1.453 -2.802 -6.536
H 1.358 -0.446 -5.239
H -2.769 -1.305 -6.165
H -1.425 -2.057 -7.003
H -2.346 -1.457 -8.743
C 1.065 -6.416 -6.919
C 0.981 -6.785 -8.382
O -0.012 -5.879 -8.867
C -0.047 -4.810 -8.039
O -0.647 -3.811 -8.268
O 0.698 -5.031 -6.921
H 2.061 -6.545 -6.504
H 0.348 -6.964 -6.306
H 1.916 -6.602 -8.915
H 0.674 -7.814 -8.546
C -2.389 -2.337 -2.891
C -1.250 -2.607 -1.932
O -0.818 -3.914 -2.334
C -1.187 -4.101 -3.622
O -0.835 -5.013 -4.299
O -2.016 -3.111 -4.036
H -2.487 -1.286 -3.150
H -3.349 -2.703 -2.520
H -0.422 -1.906 -2.058
H -1.561 -2.603 -0.892
C 1.361 2.996 -3.447
C 1.599 2.945 -1.954
O 1.189 1.606 -1.631
C 1.290 0.853 -2.744
O 1.183 -0.330 -2.770
O 1.530 1.624 -3.834
H 2.070 3.632 -3.968
H 0.347 3.309 -3.703
H 2.645 3.062 -1.695
H 1.014 3.670 -1.406
C 3.710 3.072 3.020
C 2.212 3.116 3.226
O 1.786 4.000 2.182
C 2.720 3.976 1.207
O 2.579 4.463 0.131
O 3.828 3.317 1.612
H 4.149 2.114 3.283
H 4.232 3.865 3.559
H 1.741 2.144 3.077
H 1.928 3.507 4.200
C 1.100 0.090 5.211
C 1.264 1.291 6.115
O 2.681 1.307 6.349
C 3.282 0.657 5.317
O 4.453 0.649 5.126
O 2.368 0.036 4.542
H 0.288 0.203 4.501
H 0.958 -0.837 5.771
H 0.977 2.225 5.629
H 0.719 1.199 7.052
C -2.414 -1.789 3.510
C -1.956 -2.791 2.477
O -1.307 -1.957 1.507
C -0.913 -0.818 2.126
O -0.206 0.005 1.650
O -1.440 -0.741 3.378
H -2.413 -2.189 4.521
H -3.402 -1.384 3.289
H -1.228 -3.502 2.872
H -2.778 -3.339 2.026
C -6.289 2.053 1.967
C -5.724 2.002 3.370
O -5.867 0.615 3.704
C -5.912 -0.093 2.550
O -5.857 -1.278 2.485
O -6.024 0.730 1.484
H -5.806 2.795 1.338
H -7.367 2.222 1.954
H -4.666 2.265 3.405
H -6.269 2.625 4.074
C 3.530 4.172 9.622
C 3.268 3.790 8.182
O 2.097 4.554 7.869
C 2.047 5.616 8.716
O 1.294 6.525 8.611
O 2.980 5.492 9.694
H 4.586 4.179 9.877
H 2.998 3.531 10.329
H 4.078 4.097 7.518
H 3.086 2.732 8.048
```

Output
* SMILES string: C=CC(=O)OCO.O=C1OCCO1.O=C1OCCO1.O=C1OCCO1.O=C1OCCO1.O=C1OCCO1.O=C1OCCO1.O=C1OCCO1.O=C1OCCO1
* charge: 0
* largest force on an atom: 4.02 eV Å⁻¹
* HOMO-LUMO gap: 0.2626 Eh

Löwdin population analysis, charges in e, atoms 1 to 5:
1. C 0.073
2. C -0.046
3. C -0.484
4. O 0.119
5. O 0.024

---

[6]
Formula: C28H39BClCsN7O4S3Se
Source: OMol25
Level of theory: ωB97M-V/def2-TZVPD

XYZ file:
```
85
Properties=species:S:1:pos:R:3
Cs -5.262 1.814 -2.731
C -0.677 -3.504 -3.559
C 0.207 -2.771 -2.588
C 1.250 -3.373 -1.899
C 1.923 -2.787 -0.799
N 1.520 -1.579 -0.376
N 0.619 -0.918 -1.149
B -0.095 0.448 -0.984
N -1.162 0.489 0.154
N -1.204 -0.676 0.913
C -2.025 -0.701 1.949
C -2.971 0.310 2.180
C -3.005 1.383 1.352
C -4.090 2.396 1.462
C -2.096 1.487 0.225
S -2.188 2.752 -0.853
C -1.874 -1.930 2.854
C -0.536 -1.743 3.602
C -3.007 -2.076 3.851
C -1.710 -3.164 1.949
N 0.841 1.667 -1.006
N 1.404 1.806 0.170
C 2.055 2.870 0.473
C 2.268 3.848 -0.531
C 1.835 3.680 -1.831
C 2.171 4.651 -2.922
C 1.101 2.468 -2.104
S 0.562 1.977 -3.652
C 2.495 2.966 1.917
C 2.234 1.624 2.618
C 4.032 3.240 1.880
C 1.746 4.143 2.629
C 0.111 -1.405 -2.315
S -0.821 -0.094 -2.961
C 3.027 -3.499 -0.084
C 3.893 -4.013 -1.212
C 3.826 -2.490 0.796
C 2.407 -4.696 0.653
H -0.277 -3.443 -4.561
H -1.722 -3.150 -3.585
H -0.792 -4.554 -3.337
H 1.441 -4.411 -2.143
H -3.684 0.208 2.996
H -4.602 2.195 2.369
H -4.776 2.406 0.578
H -3.659 3.412 1.482
H -0.652 -0.972 4.352
H 0.264 -1.485 2.898
H -0.233 -2.639 4.115
H -3.037 -1.263 4.562
H -2.808 -2.997 4.367
H -4.026 -2.171 3.430
H -0.794 -3.070 1.352
H -2.632 -3.243 1.301
H -1.642 -4.085 2.552
H 2.791 4.803 -0.270
H 2.284 5.658 -2.500
H 1.382 4.757 -3.694
H 3.046 4.345 -3.557
H 2.948 0.870 2.219
H 1.181 1.281 2.479
H 2.480 1.682 3.703
H 4.487 2.470 1.174
H 4.491 3.157 2.883
H 4.265 4.269 1.477
H 0.640 4.195 2.434
H 2.158 5.103 2.210
H 1.849 4.160 3.724
H 4.089 -3.253 -2.019
H 3.417 -4.940 -1.698
H 4.886 -4.388 -0.845
H 4.186 -1.676 0.099
H 4.658 -2.996 1.283
H 3.152 -1.964 1.514
H 1.792 -5.284 -0.072
H 1.760 -4.312 1.454
H 3.138 -5.363 1.113
Se -5.021 -3.758 -1.278
C -4.768 -2.034 -1.469
N -4.633 -0.923 -1.801
O -6.508 3.809 -5.197
Cl -5.195 3.791 -5.936
O -5.169 4.553 -7.209
O -4.864 2.347 -6.131
O -4.099 4.303 -4.888
```

Output
* charge: -1
* largest force on an atom: 4.27 eV Å⁻¹
* HOMO-LUMO gap (spin up / spin down): 0.2184 / 0.2183 Eh

Löwdin population analysis, charges in e, atoms 1 to 5:
1. Cs 0.869
2. C -0.022
3. C -0.200
4. C 0.043
5. C -0.243